Record 1
Formula: C11H13FN3P
Source: OMol25
Level of theory: wB97M-V/def2-TZVPD

The geometry in XYZ format:
```
29
Properties=species:S:1:pos:R:3
C 4.88691 -0.08922 0.54941
C 3.83927 0.57791 -0.33683
F 3.24762 1.62641 0.33304
C 2.77652 -0.39028 -0.89587
C 1.37813 -0.17796 -0.37978
C 1.10126 0.00007 0.99707
C -0.17682 0.15007 1.43760
C -1.26153 0.12320 0.54264
N -2.52874 0.27335 1.02048
C -3.46616 0.21373 0.11407
P -5.19900 0.28484 0.65871
N -5.97969 -1.08299 0.64299
C -3.21166 0.04494 -1.25990
N -2.00994 -0.08345 -1.74497
C -1.00203 -0.04838 -0.82327
C 0.32865 -0.19576 -1.25509
H 4.60461 -0.06627 1.59605
H 5.83548 0.42380 0.43566
H 5.03444 -1.10415 0.20565
H 4.36875 1.00666 -1.18234
H 3.06517 -1.42382 -0.73009
H 2.73876 -0.25541 -1.97085
H 1.92415 0.01444 1.69224
H -0.38797 0.28580 2.48449
H -5.84478 1.22547 -0.17143
H -5.13858 0.84348 1.94868
H -5.38631 -1.84984 0.34919
H -4.04340 0.00213 -1.94861
H 0.50690 -0.32877 -2.30894
```

Results
SMILES = C[C@H](F)Cc1ccc2nc([PH2]=N)cnc2c1
E_HOMO = -8.6791 eV
HOMO-LUMO gap = 8.081 eV
Charge = 0

Results of the natural (NBO) charge analysis, in e, for atoms 1 through 4: number 1, C, carries -0.64; number 2, C, carries 0.22; number 3, F, carries -0.36; number 4, C, carries -0.47



Record 2
Formula: C11H13N3O
Source: OMol25
Level of theory: wB97M-V/def2-TZVPD

The geometry in XYZ format:
```
28
Properties=species:S:1:pos:R:3
C -5.00265 -0.84054 0.19169
H -6.04201 -0.54503 0.05686
O -4.23693 0.26939 -0.20823
C -2.87817 0.17626 -0.15259
C -2.16989 -0.93723 0.28844
C -0.78839 -0.91223 0.31514
C -0.08947 0.21573 -0.09862
C -0.79529 1.32023 -0.57213
C -2.17337 1.29920 -0.58820
H -2.73402 2.14609 -0.95085
H -0.26748 2.17940 -0.95461
N 1.30793 0.19322 -0.05862
C 2.18218 1.21564 0.15460
C 3.44840 0.67322 0.08987
C 3.24934 -0.69727 -0.16223
N 1.96346 -0.97375 -0.23701
C 4.29126 -1.74769 -0.32058
H 4.14543 -2.28187 -1.25716
H 5.28059 -1.29777 -0.31290
H 4.22324 -2.47152 0.49025
H 4.38013 1.18806 0.20762
N 1.78770 2.52674 0.36513
H 2.52938 3.09031 0.75533
H 0.92353 2.62070 0.88190
H -0.22864 -1.77245 0.64567
H -2.68088 -1.82882 0.61526
H -4.79340 -1.71831 -0.42823
H -4.83198 -1.08969 1.24423
```

Results
SMILES = COc1ccc(-n2nc(C)cc2N)cc1
E_HOMO = -7.8548 eV
HOMO-LUMO gap = 8.741 eV
Charge = 0
Relative energy (zero: lowest compared OMol25 entry of this formula, charge and spin) = 13.42 kcal per mole

Results of the natural (NBO) charge analysis, in e, for atoms 1 through 4: number 1, C, carries -0.25; number 2, H, carries 0.20; number 3, O, carries -0.49; number 4, C, carries 0.28



Record 3
Formula: C11H13N3O5PRe
Source: OMol25
Level of theory: wB97M-V/def2-TZVPD

The geometry in XYZ format:
```
34
Properties=species:S:1:pos:R:3
O -1.76469 4.83388 -5.01886
C -1.21091 4.17416 -4.27316
Re 0.38901 1.94287 -1.44153
O -2.70848 2.39875 -1.92937
C -1.57439 2.23214 -1.72697
C 2.37351 1.69992 -1.34330
O 3.52368 1.53955 -1.29527
C 0.48582 3.44487 -0.10906
O 0.56153 4.33576 0.63709
C 0.30025 0.37860 -2.68282
O 0.25389 -0.54766 -3.39016
H 0.76476 2.98758 -2.71233
C -1.40751 -1.84971 2.06425
N -1.25898 -2.09109 0.59483
C 0.01515 -2.81738 0.32642
N 1.19435 -2.16194 0.94395
C 0.94600 -1.91117 2.39600
N -0.26221 -1.09358 2.59819
C -0.14224 0.26524 1.99298
P 0.12196 0.29097 0.17784
C -1.34678 -0.82829 -0.15961
C 1.56282 -0.92060 0.24647
H -1.46040 -2.82804 2.57165
H -2.33315 -1.27589 2.21344
H 0.16761 -2.85955 -0.76454
H -0.07599 -3.83070 0.75618
H 1.81986 -1.38047 2.79779
H 0.80813 -2.88403 2.89751
H -1.06060 0.82441 2.20154
H 0.69754 0.78784 2.46252
H -1.43343 -1.02651 -1.24165
H -2.23723 -0.26656 0.17777
H 2.37458 -0.42454 0.80835
H 1.91654 -1.13887 -0.77617
```

Results
E_HOMO (alpha / beta) = -20.5635 / -20.3715 eV
HOMO-LUMO gap (alpha / beta) = 9.856 / 4.797 eV
Charge = +3
2S+1 = 4

Results of the natural (NBO) charge analysis, in e, for atoms 1 through 4: number 1, O, carries -0.40; number 2, C, carries 0.45; number 3, Re, carries -0.36; number 4, O, carries -0.28



Let's list electronic energy in order: -28093.267, -18135.215, -37709.883 eV.